(1)
An isolated molecule of C8H7N3. Source: OMol25; level of theory: ωB97M-V/def2-TZVPD.

Computed properties:
Frontier orbital gap in eV: 8.97
Net charge: 0
Relative energy (zero: lowest compared OMol25 entry of this formula, charge and spin) in kcal per mole: 73.3
HOMO level in eV: -8.604
Total energy in a.u.: -473.2122
SMILES string: CN1C=C[C@H](C#N)C(C#N)=C1

Each line ends with the Mulliken charge.
Atoms and positions in Å:
1 N 3.4112 1.4783 0.7125  -0.48
2 N 2.4790 0.5961 -3.1885  -0.47
3 C 2.4076 1.0311 0.4631  -0.08
4 C 1.6880 0.5675 -2.3215  0.16
5 C -1.1226 -0.8357 -0.4980  -0.42
6 C 0.4557 0.0351 1.0496  -0.29
7 C -0.4299 -0.2240 -1.5523  -0.84
8 C 1.1477 0.5214 0.0090  -0.04
9 N -0.8393 -0.4834 0.8214  0.12
10 C 0.6587 0.7775 -1.3744  0.82
11 C -1.8607 -0.7885 1.9192  -0.86
12 H -1.8875 -1.5083 -0.6867  0.48
13 H 0.8866 0.0639 2.1024  0.36
14 H -0.6182 -0.4113 -2.5966  0.37
15 H 0.2777 1.7517 -1.4106  0.26
16 H -1.6543 -0.3375 3.0175  0.27
17 H -2.8029 -0.3499 1.5437  0.36
18 H -2.1966 -1.8840 1.9901  0.30



(2)
An isolated molecule of C8H7N3S2. Source: OMol25; level of theory: ωB97M-V/def2-TZVPD.

Computed properties:
Frontier orbital gap (spin up / spin down) in eV: 5.17 / 5.19
Net charge: 0
Relative energy (zero: lowest compared OMol25 entry of this formula, charge and spin) in kcal per mole: 68.8
HOMO level (spin up / spin down) in eV: -7.138 / -7.147
Total energy in a.u.: -1269.5270

Each line ends with the Mulliken charge.
Atoms and positions in Å:
1 C -1.9993 -1.9434 -0.4618  0.21
2 C -2.3957 1.7991 1.2305  -0.21
3 C -1.5358 2.3581 2.0881  -0.33
4 C -1.0694 -0.0376 0.7716  0.74
5 C 0.0592 0.8381 1.3241  0.01
6 C -0.9387 -1.2784 0.1901  -0.70
7 C 2.3475 0.2700 -0.1501  -0.02
8 C 2.1816 -1.3398 -2.3760  -0.88
9 N -2.7540 -2.4806 -1.1519  -0.53
10 N -2.1415 0.6647 0.6338  -0.55
11 N -0.3293 1.7901 2.0851  -0.48
12 S 1.8305 0.6397 1.4060  -0.06
13 S 1.3646 0.0416 -1.4943  0.10
14 H -3.2949 2.3077 0.9234  0.39
15 H -1.6975 3.1969 2.7102  0.44
16 H -0.0174 -1.7403 0.0447  0.61
17 H 3.3310 -0.3553 -0.2119  0.28
18 H 2.4918 -0.8927 -3.3168  0.33
19 H 1.5973 -2.1988 -2.4750  0.33
20 H 2.9698 -1.6389 -1.7697  0.33



(3)
The ion C8H7N4 with charge +1. Source: OMol25; level of theory: ωB97M-V/def2-TZVPD.

Computed properties:
Frontier orbital gap in eV: 8.22
Net charge: +1
Relative energy (zero: lowest compared OMol25 entry of this formula, charge and spin) in kcal per mole: 47.2
HOMO level in eV: -13.592
Total energy in a.u.: -527.6721

Each line ends with the Mulliken charge.
Atoms and positions in Å:
1 C -4.5140 1.2866 0.0330  0.20
2 C 0.2870 -0.6871 -0.0928  -0.47
3 C 0.5331 0.6600 -0.0214  0.28
4 C -1.6452 0.4109 0.1477  -0.27
5 C -3.1203 -2.1197 -0.0542  -0.34
6 C -1.7963 -1.9850 0.1858  0.02
7 C -3.8642 0.1076 -0.0751  0.71
8 C 1.6974 1.5460 -0.0685  -1.14
9 N -5.0831 2.2884 0.0126  -0.26
10 N -3.9842 -1.0971 -0.1024  -0.29
11 N -1.0876 -0.7904 0.0850  0.14
12 N -0.6555 1.2924 0.0996  0.03
13 H 0.8776 -1.5116 -0.2588  0.50
14 H -3.3970 -3.1618 -0.0713  0.36
15 H -1.1155 -2.9158 0.3044  0.29
16 H 2.2053 1.2387 -0.9838  0.31
17 H 1.4027 2.6381 -0.0455  0.30
18 H 2.1554 1.5980 0.9106  0.34
19 H -0.9019 2.2670 0.2515  0.29



(4)
An isolated molecule of C8H7NO2. Source: OMol25; level of theory: ωB97M-V/def2-TZVPD.

Computed properties:
Frontier orbital gap in eV: 9.34
Net charge: 0
Relative energy (zero: lowest compared OMol25 entry of this formula, charge and spin) in kcal per mole: 66.9
HOMO level in eV: -9.276
Total energy in a.u.: -514.1949
SMILES string: O=CC(=O)Nc1ccccc1

Each line ends with the Mulliken charge.
Atoms and positions in Å:
1 C -0.1179 -0.9310 2.3580  0.02
2 C 0.5706 0.3411 2.1445  0.45
3 C 0.1212 0.3162 -0.3705  0.30
4 C -0.6605 1.2228 -1.0819  -0.36
5 C -1.0617 0.9851 -2.5320  -0.43
6 C -0.3776 -0.1095 -3.1881  -0.46
7 C 0.0742 -1.1290 -2.4229  -0.61
8 C 0.5369 -0.8399 -1.1945  -0.18
9 H 0.2286 -1.3647 3.2913  0.39
10 H 1.4933 1.5491 0.6093  0.31
11 H -1.0025 2.1297 -0.6297  0.39
12 H -1.5190 1.9243 -3.0024  0.29
13 H -0.5168 -0.2298 -4.2860  0.32
14 H 0.1778 -1.9932 -2.9074  0.47
15 H 1.1039 -1.6576 -0.7519  0.25
16 N 0.8353 0.6665 0.8312  -0.14
17 O -1.0048 -1.4397 1.7645  -0.40
18 O 0.9644 0.9198 3.1833  -0.60



(5)
An isolated molecule of C8H7NO3. Source: OMol25; level of theory: ωB97M-V/def2-TZVPD.

Computed properties:
Frontier orbital gap in eV: 9.64
Net charge: 0
Relative energy (zero: lowest compared OMol25 entry of this formula, charge and spin) in kcal per mole: 65.3
HOMO level in eV: -8.940
Total energy in a.u.: -589.4141
SMILES string: O=C1Nc2ccccc2O[C@H]1O

Each line ends with the Mulliken charge.
Atoms and positions in Å:
1 C 0.7623 1.3995 0.7975  0.07
2 C 0.3393 -0.2205 -0.8799  0.73
3 C 0.6160 -0.7567 -2.2393  -0.87
4 C 0.3689 -2.1071 -2.3043  -0.19
5 C -0.1262 -2.9498 -1.1120  -0.73
6 C -0.5260 -2.2799 0.0245  -0.63
7 C -0.2533 -0.8727 0.0713  0.48
8 C -0.5895 1.1079 1.5172  0.40
9 H 0.3304 3.5660 1.1274  0.39
10 H 1.4990 0.6931 1.4221  0.26
11 H 0.9978 -0.0737 -3.0129  0.42
12 H 0.4069 -2.4564 -3.4544  0.22
13 H -0.3755 -3.9538 -1.3200  0.40
14 H -1.1065 -2.6676 0.7728  0.53
15 H -2.0434 -0.2994 1.3735  0.32
16 N -0.9432 -0.2000 1.2781  -0.22
17 O 1.1928 2.8258 0.9332  -0.57
18 O 0.6427 1.0272 -0.5885  -0.33
19 O -1.4175 1.9804 2.0171  -0.66



(6)
A structure of composition C8H7NO6Sn. Source: OMol25; level of theory: ωB97M-V/def2-TZVPD.

Computed properties:
Frontier orbital gap in eV: 8.37
Net charge: +2
Relative energy (zero: lowest compared OMol25 entry of this formula, charge and spin) in kcal per mole: 0.0
HOMO level in eV: -16.226
Total energy in a.u.: -1028.8412

Each line ends with the Mulliken charge.
Atoms and positions in Å:
1 O -3.6557 -3.1195 0.9470  -0.03
2 C -3.0513 -2.3393 0.3741  0.22
3 Sn -1.8253 -0.6822 -0.9111  0.98
4 O -4.2051 0.0326 -3.7538  -0.06
5 C -3.5474 -0.2341 -2.8636  0.16
6 C -0.4138 1.2400 -2.3851  0.20
7 O 0.1872 2.0261 -2.9452  -0.09
8 C -0.6036 -2.1765 -2.4604  0.24
9 O 0.0703 -2.7315 -3.2081  -0.07
10 C -2.6325 1.3531 0.1852  0.22
11 O -2.9309 2.3747 0.5789  -0.05
12 C 2.2553 -0.9590 1.5775  -0.75
13 N 1.7615 0.3964 1.2870  0.10
14 C 2.5041 1.5801 1.7464  -0.76
15 C 0.6240 0.5065 0.6273  0.08
16 O -0.0381 -0.5604 0.3024  -0.72
17 H 3.1887 -0.8766 2.1437  0.31
18 H 2.4398 -1.5015 0.6360  0.29
19 H 1.5062 -1.5127 2.1647  0.29
20 H 2.8027 2.2176 0.9062  0.35
21 H 1.8956 2.1889 2.4257  0.35
22 H 3.4019 1.2615 2.2779  0.25
23 H 0.2665 1.5158 0.3472  0.51



(7)
An isolated molecule of C8H7O3P. Source: OMol25; level of theory: ωB97M-V/def2-TZVPD.

Computed properties:
Frontier orbital gap (spin up / spin down) in eV: 6.39 / 7.20
Net charge: 0
Relative energy (zero: lowest compared OMol25 entry of this formula, charge and spin) in kcal per mole: 92.6
HOMO level (spin up / spin down) in eV: -8.771 / -8.884
Total energy in a.u.: -875.9044

Each line ends with the Mulliken charge.
Atoms and positions in Å:
1 C 3.3831 0.7766 -0.7813  -0.72
2 C -3.6932 -0.2467 0.2709  -0.28
3 C 1.9970 1.2308 -0.9091  -0.07
4 C -2.5942 -0.8122 1.0073  -0.33
5 C 3.3861 -0.4262 -0.1259  0.04
6 C -3.1938 0.6286 -0.6586  -0.72
7 C 0.9079 0.6532 -0.4078  -0.02
8 C -1.4863 -0.2721 0.4235  0.24
9 O 0.4339 -0.5452 2.1605  -0.67
10 O 2.5362 -1.1665 0.2520  -0.49
11 O -1.7770 0.6039 -0.6034  -0.28
12 P 0.2363 -0.5875 0.7337  0.65
13 H 4.1537 1.2701 -1.2533  0.48
14 H -4.6978 -0.6175 0.5582  0.34
15 H 1.8134 2.1834 -1.3146  0.39
16 H -2.4887 -1.4879 1.8353  0.45
17 H 4.3898 -0.6326 0.1388  0.36
18 H -3.6097 1.3449 -1.2607  0.50
19 H 0.3035 -1.8969 -0.0655  0.11



(8)
A structure of composition C8H7O6Pt. Source: OMol25; level of theory: ωB97M-V/def2-TZVPD.

Computed properties:
Frontier orbital gap (spin up / spin down) in eV: 7.14 / 7.40
Net charge: +1
Relative energy (zero: lowest compared OMol25 entry of this formula, charge and spin) in kcal per mole: 3.8
HOMO level (spin up / spin down) in eV: -11.480 / -13.213
Total energy in a.u.: -879.3639
2S+1: 3
Expectation value of S²: 2.01

Each line ends with the Mulliken charge.
Atoms and positions in Å:
1 O 1.1560 1.2276 -5.0396  -0.22
2 C 0.9415 0.6606 -4.0540  0.16
3 Pt 0.0601 0.1855 -2.4447  1.05
4 O -1.7589 2.4184 -3.4991  -0.29
5 C -1.1160 1.5560 -3.0663  0.29
6 C -1.2648 0.1052 -0.6545  0.22
7 O -2.2501 0.3931 -0.1173  -0.21
8 C 1.5268 -0.8568 -1.2270  0.15
9 O 1.7889 -1.7146 -0.4369  -0.29
10 C -0.4857 -1.5998 -3.0313  0.25
11 O -0.9024 -2.5250 -3.5828  -0.24
12 H 1.9618 -0.1677 -2.0043  0.14
13 C 0.1000 1.3356 3.0613  -0.97
14 C 0.2078 0.0537 2.3103  0.71
15 C -0.0343 -1.2045 3.1278  -1.03
16 O 0.1959 -0.0417 1.0694  -0.60
17 H 0.1697 1.0867 4.1198  0.35
18 H -0.8977 1.7478 2.8370  0.27
19 H 0.9359 1.9602 2.7412  0.31
20 H -1.0441 -1.6182 2.9012  0.26
21 H 0.6340 -2.0111 2.7875  0.30
22 H 0.0758 -0.9909 4.2023  0.38



(9)
An isolated molecule of C8H8. Source: OMol25; level of theory: ωB97M-V/def2-TZVPD.

Computed properties:
Frontier orbital gap in eV: 4.64
Net charge: 0
Relative energy (zero: lowest compared OMol25 entry of this formula, charge and spin) in kcal per mole: 129.4
HOMO level in eV: -5.953
Total energy in a.u.: -309.4075

Each line ends with the Mulliken charge.
Atoms and positions in Å:
1 C -0.6063 1.5789 0.5759  -0.81
2 C -0.5197 0.9816 1.8400  -0.19
3 C -0.0265 -0.3029 1.7929  -0.82
4 C 0.6056 -1.6172 -0.5832  -0.83
5 C 0.5253 -1.0062 -1.8132  -0.22
6 C 0.0411 0.2685 -1.7657  -0.71
7 C -0.5193 0.4465 -0.3825  0.05
8 C 0.5191 -0.4339 0.3766  0.13
9 H -0.9607 2.5053 0.2408  0.45
10 H -0.7812 1.4891 2.7068  0.49
11 H 0.2009 -0.9304 2.5872  0.42
12 H 0.9422 -2.5486 -0.2660  0.45
13 H 0.6962 -1.5077 -2.7105  0.47
14 H -0.0815 0.9347 -2.5736  0.44
15 H -1.4413 0.0186 -0.4881  0.35
16 H 1.4062 0.1236 0.4625  0.31



(10)
An isolated molecule of C8H8. Source: OMol25; level of theory: ωB97M-V/def2-TZVPD.

Computed properties:
Frontier orbital gap (spin up / spin down) in eV: 7.78 / 7.78
Net charge: 0
Relative energy (zero: lowest compared OMol25 entry of this formula, charge and spin) in kcal per mole: 188.7
HOMO level (spin up / spin down) in eV: -8.865 / -8.865
Total energy in a.u.: -309.3132

Each line ends with the Mulliken charge.
Atoms and positions in Å:
1 C 0.1012 -1.1755 -2.1892  -0.49
2 C 0.6437 -0.0865 -2.5120  -0.31
3 C 0.0001 -1.6270 -0.9695  0.29
4 C -0.1092 -0.9258 0.2017  0.10
5 C 0.8358 -2.0788 0.1981  -0.53
6 C -0.3362 0.3973 0.2927  0.80
7 C -1.2455 1.2015 -0.6653  -1.25
8 C 0.3358 1.0759 1.4546  -1.41
9 H 0.4310 -2.9177 0.8790  0.21
10 H 1.8119 -1.8247 0.2330  0.35
11 H -1.3172 0.5203 -1.5655  0.41
12 H -0.6544 2.0897 -0.6638  0.34
13 H -2.1105 1.3660 -0.0836  0.42
14 H -0.1547 1.9448 1.9176  0.40
15 H 1.2183 1.6057 1.1019  0.34
16 H 0.5499 0.4348 2.3703  0.33



(11)
An isolated molecule of C8H8. Source: OMol25; level of theory: ωB97M-V/def2-TZVPD.

Computed properties:
Frontier orbital gap in eV: 7.84
Net charge: 0
Relative energy (zero: lowest compared OMol25 entry of this formula, charge and spin) in kcal per mole: 153.6
HOMO level in eV: -8.072
Total energy in a.u.: -309.3690

Each line ends with the Mulliken charge.
Atoms and positions in Å:
1 C -0.2263 -1.3093 -1.0210  -0.71
2 C -0.6052 -1.5036 0.2345  -0.20
3 C 2.4406 0.3508 0.5569  0.06
4 C 1.5014 0.0696 -0.1461  -0.70
5 C -0.6168 1.0037 -0.4311  -0.81
6 C -0.8555 0.6462 1.0065  -0.38
7 C 0.4128 0.0186 -1.0856  0.20
8 C -0.0777 -0.6156 1.2624  -0.49
9 H -0.1970 -2.0543 -1.7957  0.40
10 H -1.2490 -2.2607 0.6295  0.47
11 H 3.0235 0.2890 1.4116  0.43
12 H -1.4598 1.2160 -1.0789  0.43
13 H -0.1386 1.9368 -0.3120  0.32
14 H -0.6981 1.3707 1.8065  0.35
15 H -1.9433 0.4727 1.1222  0.28
16 H 0.6890 0.3696 -2.1597  0.36